# 1
This record from the Open Molecules 2025 dataset describes C21H29N5O2S in the gas phase at a distorted geometry. The level of theory is ωB97M-V with the def2-TZVPD basis set.

Each line ends with the Löwdin charge.
Cartesian coordinates (Å):
1 S -6.52639 -1.93173 0.07935  1.07
2 O -1.59495 1.16741 1.62701  0.06
3 O -2.06530 -0.31530 -1.19841  0.09
4 N -5.97997 0.57450 0.04671  0.00
5 N -4.15627 -0.79559 -0.59398  0.11
6 N 0.19009 1.87101 0.46405  -0.05
7 N 2.29351 0.34138 -0.75217  -0.18
8 N -7.24771 0.49003 0.42763  0.01
9 C 3.62827 0.88222 -0.57148  -0.15
10 C 6.74658 -0.94508 0.58189  -0.01
11 C 7.46994 -3.34136 0.51040  -0.06
12 C 5.84996 0.08559 0.34213  -0.22
13 C 1.39120 1.16901 -1.52240  -0.15
14 C -9.10493 -1.04342 0.88713  -0.25
15 C 6.20757 1.48749 0.74177  -0.05
16 C 1.09224 1.10004 1.30154  -0.11
17 C 5.26864 -2.53015 -0.40664  -0.04
18 C -3.11247 0.09952 -0.76115  -0.44
19 C -5.42971 -0.56804 -0.17870  -0.60
20 C -3.38301 1.52518 -0.37713  -0.11
21 C 1.65829 -0.07425 0.48520  -0.14
22 C 0.86244 2.36984 -0.71447  -0.12
23 C -9.85082 -1.70296 -0.27323  -0.11
24 C 6.47491 -2.25803 0.22080  -0.28
25 C -7.71621 -0.69647 0.50646  -0.61
26 C 4.63188 -0.20707 -0.27668  -0.17
27 C -2.07277 2.30598 -0.42040  -0.09
28 C -1.14179 1.71830 0.63827  -0.46
29 C 4.36327 -1.51500 -0.65322  -0.03
30 H 6.13726 2.16229 -0.11049  0.08
31 H 7.16103 -4.28241 0.06243  0.07
32 H -9.60588 -0.12165 1.18569  0.12
33 H 7.68887 -0.71996 1.06314  0.12
34 H -9.35249 -2.62281 -0.57244  0.06
35 H 8.45125 -3.07392 0.12122  0.08
36 H -9.88689 -1.03265 -1.12871  0.08
37 H -3.79725 1.53844 0.63203  0.12
38 H 0.53739 0.54526 -1.80747  0.12
39 H -1.64309 2.21139 -1.41533  0.10
40 H 1.89729 1.51047 -2.42780  0.12
41 H 3.92105 1.37420 -1.50640  0.14
42 H 0.20416 2.99109 -1.31697  0.11
43 H 0.52716 0.72995 2.15681  0.12
44 H 5.03482 -3.54123 -0.70789  0.11
45 H -10.86820 -1.94039 0.02559  0.07
46 H 7.22251 1.52576 1.12942  0.07
47 H 1.89360 1.75602 1.65667  0.12
48 H 5.53422 1.85312 1.51768  0.08
49 H 3.42682 -1.72688 -1.14504  0.11
50 H 7.56731 -3.48685 1.58622  0.08
51 H 1.70173 2.99314 -0.38356  0.12
52 H -3.91376 -1.75837 -0.79843  0.15
53 H 3.67270 1.64210 0.22396  0.11
54 H 0.82796 -0.73642 0.22128  0.13
55 H -9.08400 -1.72500 1.74122  0.11
56 H -2.25005 3.35930 -0.19712  0.13
57 H -4.13253 1.94642 -1.04801  0.13
58 H 2.38047 -0.63345 1.08197  0.12

Atoms 1-2, force components in eV/Å:
0.13 0.90 0.04
-0.27 -0.20 0.14

Properties
LUMO level: 0.53 eV
SMILES: CCc1nnc(NC(=O)CCC(=O)N2CCN(Cc3ccc(C)cc3C)CC2)s1
Largest force on an atom: 1.614 eV Å⁻¹
Molecular weight: 415.56 g mol⁻¹
Kohn-Sham gap: 0.3128 hartree
ΔE to the lowest compared entry with this formula, charge and spin: 4.51 kcal per mole
Highest occupied orbital energy: -7.99 eV

***

# 2
This record from the Open Molecules 2025 dataset describes a molecular structure, C21H29N6Se3SnTe2 at a distorted geometry. The level of theory is ωB97M-V with the def2-TZVPD basis set.

Each line ends with the Löwdin charge.
Cartesian coordinates (Å):
1 Te -2.40545 0.51790 0.25582  1.36
2 Te -1.84171 -5.07918 1.82412  0.56
3 Sn 0.28229 -0.67235 0.53768  0.88
4 Se -1.51266 -3.84300 3.95336  0.01
5 Se -0.57468 -3.86461 0.21127  -0.16
6 Se -0.29266 -2.05157 3.57388  0.08
7 N 6.54880 -2.81969 -1.45018  0.20
8 N 0.40957 1.72725 -3.38791  0.16
9 N 2.85620 -2.26668 -0.62697  -0.02
10 N 0.30172 0.33845 -1.67442  -0.11
11 N 1.10609 1.04321 2.47547  -0.14
12 N 2.40566 0.84034 1.87694  -0.10
13 C -5.14767 -0.15199 4.25656  -0.04
14 C 0.13558 -1.78920 -3.04827  -0.04
15 C -4.91792 -0.05250 1.86172  -0.13
16 C 0.38184 1.60025 -2.05445  -0.16
17 C 0.25823 -0.41367 -2.84835  -0.25
18 C -1.61367 4.45899 2.05784  -0.06
19 C -2.01549 5.34428 1.06624  -0.04
20 C -3.55654 0.17154 2.01784  -0.50
21 C 0.33098 0.45973 -3.94071  -0.17
22 C -3.78284 0.05739 4.40256  -0.06
23 C 5.09534 -3.17814 -1.28940  -0.13
24 C 4.27829 -1.98914 -0.74937  -0.26
25 C -2.98297 0.22059 3.28154  -0.19
26 C -2.12974 2.61674 0.61769  -0.49
27 C -2.46918 4.86130 -0.15213  -0.05
28 C 0.28631 0.00952 -5.25597  0.02
29 C 0.16563 -1.35226 -5.43880  -0.05
30 C -1.66603 3.09043 1.83661  -0.14
31 C -2.53090 3.49302 -0.38227  -0.15
32 C -5.71060 -0.21160 2.98992  -0.05
33 C 0.08772 -2.23726 -4.35213  -0.05
34 H 2.68262 -3.02386 0.02676  0.07
35 H -1.26760 4.83061 3.01352  0.12
36 H -1.37518 2.40605 2.62051  0.07
37 H 2.45499 -2.53156 -1.52196  0.07
38 H -1.98826 6.40989 1.24877  0.12
39 H -6.77323 -0.37609 2.87263  0.12
40 H 1.01134 1.98755 2.84159  0.09
41 H -0.02995 -3.29425 -4.55040  0.12
42 H 4.40099 -1.13405 -1.42001  0.12
43 H 0.33292 0.69410 -6.09229  0.13
44 H 4.65651 -1.70729 0.23628  0.12
45 H 7.08166 -3.59700 -1.84752  0.18
46 H 5.03852 -4.02786 -0.61101  0.14
47 H 0.03872 -2.46621 -2.20672  0.03
48 H -2.91078 3.12104 -1.32613  0.10
49 H 1.04567 0.42029 3.27398  0.03
50 H 6.66439 -2.01530 -2.07031  0.18
51 H -1.91994 0.38518 3.40031  0.04
52 H 2.52774 1.56614 1.17909  0.08
53 H 6.97204 -2.57951 -0.55112  0.18
54 H -3.33651 0.09876 5.38766  0.12
55 H 4.72347 -3.48579 -2.26561  0.14
56 H 3.14472 0.97525 2.56210  0.09
57 H -2.79381 5.54358 -0.92629  0.12
58 H 0.41626 2.44402 -1.38109  0.14
59 H 0.11283 -1.74928 -6.44295  0.12
60 H -5.36529 -0.09530 0.87680  0.10
61 H 0.44834 2.59280 -3.90361  0.18
62 H -5.77268 -0.27001 5.13129  0.12

Atoms 1-2, force components in eV/Å:
-0.71 0.51 0.57
0.07 -0.12 -0.75

Properties
LUMO level (spin up / spin down): -9.33 / -9.45 eV
Net charge: +3
Largest force on an atom: 1.040 eV Å⁻¹
Molecular weight: 976.30 g mol⁻¹
Kohn-Sham gap (spin up / spin down): 0.2224 / 0.2183 hartree
ΔE to the lowest compared entry with this formula, charge and spin: 19.77 kcal per mole
Highest occupied orbital energy (spin up / spin down): -15.38 / -15.39 eV

***

# 3
This record from the Open Molecules 2025 dataset describes C21H29NO5 in the gas phase. The level of theory is ωB97M-V with the def2-TZVPD basis set.

Each line ends with the Löwdin charge.
Cartesian coordinates (Å):
1 O 1.40409 -1.52500 2.88654  0.12
2 O -1.02511 -0.64606 4.31557  0.14
3 O 2.67508 1.57208 -4.43899  -0.08
4 O -0.62473 -2.83734 4.19304  0.08
5 O -3.02982 -3.03131 2.99625  0.08
6 N 0.52799 0.99481 -0.27856  -0.02
7 C -0.97493 -1.96438 6.34147  -0.13
8 C -0.23270 -4.00156 2.14461  0.04
9 C -1.44265 -0.76534 0.74037  -0.15
10 C -0.68493 -2.67844 2.76978  -0.34
11 C -2.16092 -2.44421 2.37271  -0.37
12 C 0.30962 -1.59363 2.36398  -0.31
13 C -0.75186 1.02100 -0.79915  -0.18
14 C -0.87177 -1.71431 4.85907  -0.49
15 C -1.13506 2.47119 -4.37459  -0.26
16 C -1.69284 0.17587 -0.31019  0.04
17 C -0.63572 2.02143 -5.74163  -0.11
18 C 3.73644 1.67761 -2.23510  -0.17
19 C -2.42275 -2.34368 6.66134  -0.08
20 C -0.69254 1.49940 -3.28354  -0.20
21 C 0.79951 0.14827 0.73842  0.04
22 C -0.10007 -0.73105 1.25588  -0.05
23 C 3.26134 2.42585 -3.48561  -0.27
24 C -2.40321 -1.58121 1.26294  0.02
25 C 1.63803 1.76828 -0.79947  -0.13
26 C 2.61801 0.87457 -1.56936  -0.17
27 C -1.10805 1.98895 -1.88950  -0.14
28 H 1.79544 0.18453 1.15619  0.15
29 H 3.33084 0.92758 -4.72772  0.10
30 H 2.15851 2.23944 0.04068  0.14
31 H -2.22475 2.54607 -4.38271  0.11
32 H -2.52528 -2.57655 7.71862  0.07
33 H -0.89506 -4.79377 2.48474  0.10
34 H 2.48624 3.15308 -3.23543  0.11
35 H -1.14324 0.52104 -3.46230  0.13
36 H -3.42148 -1.52129 0.90955  0.12
37 H 4.10767 2.97203 -3.92438  0.12
38 H -0.69298 -1.05671 6.87515  0.12
39 H -0.27547 -3.93134 1.06013  0.10
40 H 3.05479 0.14738 -0.88298  0.11
41 H -0.30432 -2.78029 6.60984  0.12
42 H -0.92873 2.73263 -6.50988  0.07
43 H -2.69194 0.21679 -0.71516  0.12
44 H 0.78519 -4.21989 2.45964  0.10
45 H -2.19212 2.11366 -1.88167  0.12
46 H 4.15603 2.39755 -1.53124  0.12
47 H 1.26575 2.55293 -1.45253  0.11
48 H -2.72117 -3.20997 6.07615  0.08
49 H 4.53483 0.99010 -2.52575  0.11
50 H -0.67511 2.97278 -1.69619  0.12
51 H -0.73671 3.46507 -4.15615  0.11
52 H 0.38838 1.38388 -3.34935  0.08
53 H 0.44888 1.94196 -5.73408  0.06
54 H -3.08879 -1.52000 6.41583  0.08
55 H -1.05023 1.04898 -5.99744  0.07
56 H 2.07440 0.32052 -2.33785  0.11

Atoms 1-2, force components in eV/Å:
-0.17 -0.09 -0.14
-0.15 -0.02 -0.01

Properties
LUMO level: 0.28 eV
SMILES: CCCCC1=CC2=CC(=O)[C@](C)(OC(=O)CC)C(=O)C2=CN1CCCCO
Largest force on an atom: 0.772 eV Å⁻¹
Molecular weight: 375.47 g mol⁻¹
Kohn-Sham gap: 0.2847 hartree
ΔE to the lowest compared entry with this formula, charge and spin: 31.51 kcal per mole
Highest occupied orbital energy: -7.47 eV

***

# 4
This record from the Open Molecules 2025 dataset describes a molecular structure, C21H29SeV at a distorted geometry. The level of theory is ωB97M-V with the def2-TZVPD basis set.

Each line ends with the Löwdin charge.
Cartesian coordinates (Å):
1 Se -2.02663 -0.29561 -0.42553  0.83
2 V -0.26266 0.51832 0.63400  0.48
3 C -5.86685 0.28236 1.06587  -0.01
4 C 2.94071 -0.82163 1.26761  -0.01
5 C -0.61538 1.58578 3.92698  0.00
6 C 2.79687 1.25160 -0.81270  -0.01
7 C 0.16926 1.46187 2.64448  -0.23
8 C -8.18621 0.30501 0.07330  -0.04
9 C -6.09761 -0.09822 -1.27191  -0.01
10 C -4.72043 -0.24074 -1.42102  -0.29
11 C -0.90581 3.57691 1.74682  -0.01
12 C -4.19066 -0.53868 -2.80350  -0.07
13 C 1.93100 0.29599 1.37516  -0.21
14 C 0.94110 -0.80187 3.45411  -0.01
15 C -3.66387 0.32268 2.23226  -0.08
16 C -6.68998 0.16098 -0.04575  -0.25
17 C 0.10926 2.46350 1.64399  -0.24
18 C 0.99357 2.40932 0.53304  -0.23
19 C 1.02139 0.33969 2.46481  -0.24
20 C -4.48503 0.15525 0.98025  -0.29
21 C 1.89771 1.32374 0.39621  -0.22
22 C -3.93065 -0.10361 -0.27690  -0.47
23 C 0.99685 3.51977 -0.48889  -0.01
24 H -1.76745 3.26952 2.32798  0.07
25 H -8.55258 1.11824 -0.55582  0.09
26 H -1.26636 3.86750 0.76581  0.09
27 H 1.60943 -0.63812 4.30426  0.11
28 H 3.08411 0.22988 -1.04229  0.08
29 H 2.31435 1.66573 -1.69408  0.09
30 H -0.47589 4.46227 2.22335  0.11
31 H 0.03000 1.32464 4.76459  0.10
32 H -8.69070 -0.60769 -0.24818  0.09
33 H 3.11604 -1.28220 2.23428  0.08
34 H -1.48109 0.92258 3.96142  0.09
35 H -3.10859 -0.49432 -2.86856  0.02
36 H -3.02458 -0.54147 2.41903  0.07
37 H 3.71188 1.82433 -0.63900  0.11
38 H -0.06549 -0.90660 3.84708  0.09
39 H 3.89083 -0.42921 0.91266  0.10
40 H 0.42015 3.26689 -1.37780  0.11
41 H -8.48709 0.51241 1.09960  0.08
42 H -4.59898 0.17553 -3.52008  0.09
43 H 0.58476 4.43361 -0.07590  0.08
44 H -4.50099 -1.53554 -3.12424  0.09
45 H -6.31137 0.48531 2.03611  0.12
46 H 1.21449 -1.74543 2.99438  0.09
47 H -0.96520 2.60122 4.07933  0.09
48 H 2.01367 3.73317 -0.80760  0.09
49 H -4.31294 0.46376 3.09682  0.09
50 H -3.01324 1.19644 2.15184  0.05
51 H -6.72496 -0.19547 -2.15535  0.13
52 H 2.63215 -1.60613 0.57529  0.11

Atoms 1-2, force components in eV/Å:
-1.35 -0.54 -0.65
0.78 -0.15 -0.24

Properties
LUMO level (spin up / spin down): -3.24 / -3.77 eV
Net charge: +1
Expectation value of S²: 3.78
Largest force on an atom: 1.596 eV Å⁻¹
Molecular weight: 411.37 g mol⁻¹
2S+1: 4
Kohn-Sham gap (spin up / spin down): 0.2806 / 0.2595 hartree
Highest occupied orbital energy (spin up / spin down): -10.87 / -10.83 eV